Record 1
# C23H40FN2O7S

A cluster of 3 separate species, C23H40FN2O7S in total in a non-equilibrium geometry (ωB97M-V/def2-TZVPD, OMol25).

Properties
Total energy in eV: -55350.9101
Charge: +1
E_LUMO in eV: -4.883
Multiplicity: 1
Frontier orbital gap in eV: 6.2
HOMO energy in eV: -11.07

Each line ends with the Löwdin charge.
Geometry (Å):
C1 -1.01 -4.53 2.67  0.085
C2 -0.87 -3.97 1.40  -0.105
C3 0.20 -2.98 1.22  -0.056
C4 1.51 -3.44 0.98  -0.140
C5 1.77 -4.92 0.86  -0.131
O1 1.23 -5.34 -0.37  -0.112
C6 1.96 -4.90 -1.51  -0.242
C7 1.08 -4.21 -2.53  -0.055
N1 2.53 -2.64 0.86  0.189
N2 2.29 -1.35 0.99  -0.067
S1 3.74 -0.40 0.89  0.660
O2 4.76 -1.23 0.40  -0.165
O3 3.89 0.19 2.15  -0.170
F1 3.38 0.62 -0.19  -0.055
C8 1.11 -0.76 1.20  -0.046
C9 0.90 0.74 1.33  -0.142
O4 0.17 1.23 0.25  -0.101
C10 0.88 2.11 -0.64  -0.181
C11 1.14 1.46 -1.99  -0.226
C12 0.10 1.83 -3.03  -0.096
C13 -0.01 -1.60 1.32  -0.047
C14 -1.38 -1.07 1.58  -0.080
C15 -2.50 -1.64 0.68  -0.118
C16 -2.13 -1.96 -0.75  -0.229
O5 -1.75 -0.82 -1.48  -0.172
C17 -2.03 -0.94 -2.86  -0.100
H1 -0.54 -5.48 2.87  0.071
H2 -1.57 -4.02 3.45  0.078
H3 -1.51 -4.21 0.54  0.128
H4 1.32 -5.44 1.69  0.120
H5 2.85 -5.07 0.87  0.139
H6 2.81 -4.26 -1.26  0.112
H7 2.40 -5.78 -1.97  0.123
H8 0.02 -4.42 -2.39  0.075
H9 1.21 -3.13 -2.54  0.065
H10 1.35 -4.55 -3.53  0.078
H11 0.27 0.86 2.21  0.143
H12 1.81 1.30 1.54  0.111
H13 0.20 2.94 -0.83  0.126
H14 1.76 2.56 -0.19  0.110
H15 1.27 0.38 -1.86  0.100
H16 2.10 1.84 -2.34  0.109
H17 -0.91 1.62 -2.70  0.066
H18 0.29 1.29 -3.96  0.076
H19 0.16 2.89 -3.23  0.083
H20 -1.43 0.01 1.55  0.108
H21 -1.63 -1.35 2.61  0.142
H22 -2.83 -2.57 1.14  0.110
H23 -3.34 -0.96 0.75  0.093
H24 -1.34 -2.72 -0.84  0.101
H25 -3.02 -2.39 -1.21  0.133
H26 -1.18 -0.62 -3.46  0.071
H27 -2.87 -0.30 -3.15  0.094
H28 -2.28 -1.95 -3.17  0.089
C18 -4.39 2.47 -0.27  -0.012
C19 -4.71 1.73 1.01  -0.491
O6 -4.89 0.53 1.01  0.048
C20 -4.79 2.54 2.27  -0.017
H29 -4.36 1.76 -1.10  0.078
H30 -5.16 3.21 -0.47  0.091
H31 -3.42 2.96 -0.19  0.085
H32 -5.58 3.29 2.18  0.091
H33 -3.84 3.04 2.46  0.086
H34 -5.03 1.89 3.11  0.083
C21 3.34 6.78 -0.42  -0.021
C22 2.38 6.00 0.44  -0.510
O7 1.22 5.87 0.14  0.060
C23 2.95 5.38 1.70  -0.027
H35 2.81 7.17 -1.29  0.084
H36 3.75 7.62 0.14  0.089
H37 4.15 6.14 -0.77  0.085
H38 3.34 6.16 2.35  0.088
H39 3.74 4.68 1.44  0.080
H40 2.15 4.85 2.22  0.076


Record 2
# C23H41AsIIrN4O2SSi3

A structure of composition C23H41AsIIrN4O2SSi3 (ωB97M-V/def2-TZVPD, OMol25).

Properties
Total energy in eV: -140822.0164
Energy relative to the best compared isomer or geometry (same formula, charge and spin) in eV: 0.047
E_LUMO (alpha / beta) in eV: 0.314 / 0.049
Multiplicity: 5
Frontier orbital gap (alpha / beta) in eV: 6.4 / 8.0
HOMO energy (alpha / beta) in eV: -6.06 / -7.96

Each line ends with the Mulliken spin population.
Geometry (Å):
Ir1 0.28 -0.20 1.71  2.074
O1 -1.05 3.45 3.50  0.033
C1 -0.92 2.28 3.11  0.016
N1 0.22 1.63 2.89  0.123
C2 1.41 2.35 3.24  0.021
C3 2.63 1.76 2.60  0.004
C4 3.89 2.30 2.86  -0.001
C5 5.01 1.71 2.31  0.001
C6 4.85 0.59 1.50  -0.005
C7 3.57 0.13 1.27  -0.039
N2 2.49 0.71 1.79  0.111
C8 -2.15 1.44 2.87  0.016
C9 -3.38 1.86 3.37  0.002
C10 -4.47 1.02 3.23  0.002
C11 -4.31 -0.21 2.61  0.005
C12 -3.05 -0.54 2.12  -0.045
N3 -2.01 0.27 2.23  0.094
H1 1.57 2.34 4.32  0.007
H2 1.34 3.41 2.97  0.001
H3 3.98 3.16 3.51  0.001
H4 6.00 2.11 2.51  0.000
H5 5.70 0.08 1.06  0.001
H6 3.38 -0.73 0.65  0.030
H7 -3.43 2.82 3.86  0.002
H8 -5.44 1.32 3.61  0.000
H9 -5.13 -0.90 2.49  0.000
H10 -2.87 -1.48 1.62  0.026
C13 -2.95 -2.80 -0.81  0.001
Si1 -2.09 -1.34 -1.65  0.002
C14 -3.00 0.27 -1.32  -0.002
C15 -2.06 -1.68 -3.50  0.012
As1 0.08 -1.16 -0.72  0.179
Si2 0.95 -3.35 -0.95  -0.033
C16 0.15 -4.51 0.28  -0.002
C17 2.79 -3.23 -0.57  0.001
C18 0.64 -4.05 -2.67  0.013
Si3 1.16 0.13 -2.43  -0.001
C19 1.81 -0.94 -3.84  0.010
C20 2.65 0.97 -1.66  -0.001
C21 -0.01 1.41 -3.15  0.005
H11 -4.03 -2.68 -0.90  0.000
H12 -2.70 -2.92 0.24  0.004
H13 -2.68 -3.73 -1.31  0.000
H14 -4.07 0.08 -1.20  0.000
H15 -2.89 0.95 -2.17  0.000
H16 -2.63 0.78 -0.44  0.001
H17 -3.07 -1.97 -3.81  0.000
H18 -1.39 -2.48 -3.77  -0.002
H19 -1.79 -0.79 -4.07  -0.001
H20 0.28 -4.19 1.31  0.007
H21 0.62 -5.49 0.16  0.000
H22 -0.92 -4.64 0.09  -0.005
H23 2.92 -2.95 0.47  0.005
H24 3.30 -2.49 -1.20  0.001
H25 3.27 -4.19 -0.73  0.000
H26 -0.41 -4.31 -2.79  -0.001
H27 1.20 -4.99 -2.74  0.000
H28 0.94 -3.42 -3.49  0.000
H29 2.46 -1.75 -3.50  -0.001
H30 2.40 -0.30 -4.49  0.000
H31 1.01 -1.37 -4.45  0.000
H32 3.47 0.27 -1.49  0.000
H33 2.39 1.45 -0.71  0.000
H34 3.01 1.74 -2.35  0.000
H35 -0.36 1.11 -4.14  0.000
H36 0.54 2.35 -3.26  0.001
H37 -0.86 1.63 -2.52  -0.002
N4 0.35 4.09 0.54  0.004
C22 -0.64 3.22 0.25  -0.003
O2 -0.43 2.09 -0.17  0.059
C23 -2.05 3.70 0.50  0.000
I1 -2.70 5.01 -1.04  0.001
H38 1.30 3.76 0.49  0.001
H39 0.15 4.92 1.07  0.000
H40 -2.13 4.22 1.46  0.000
H41 -2.70 2.83 0.48  0.001
S1 0.65 -1.95 2.87  1.264


Record 3
# C23H41Br2Cl6F9FeNO12S3

A structure of composition C23H41Br2Cl6F9FeNO12S3 in a non-equilibrium geometry (ωB97M-V/def2-TZVPD, OMol25).

Properties
Total energy in eV: -357136.4975
Charge: +1
E_LUMO (alpha / beta) in eV: -3.706 / -3.646
Multiplicity: 5
Frontier orbital gap (alpha / beta) in eV: 7.6 / 7.7
HOMO energy (alpha / beta) in eV: -11.34 / -11.34

Each line ends with the Mulliken spin population.
Geometry (Å):
Fe1 2.32 1.11 1.18  3.772
O1 0.90 -3.01 1.92  0.000
H1 1.79 -2.60 1.86  -0.001
H2 0.17 -2.48 1.23  0.000
H3 1.01 -3.98 1.68  0.000
C1 -1.53 0.44 -0.87  0.006
F1 -1.48 1.72 -0.92  0.000
F2 -2.70 0.04 -0.99  0.001
F3 -0.79 -0.09 -1.86  0.000
S1 -0.90 -0.15 0.73  0.000
O2 -0.86 -1.60 0.59  -0.003
O3 0.42 0.47 0.86  0.050
O4 -1.84 0.31 1.68  0.005
C2 5.70 3.03 2.29  0.003
F4 6.75 3.66 2.06  0.000
F5 5.98 1.80 2.60  -0.001
F6 5.00 3.58 3.29  0.000
S2 4.70 2.96 0.72  0.019
O5 5.07 4.05 -0.05  0.005
O6 4.92 1.68 0.12  0.016
N1 3.08 2.95 1.20  0.055
S3 2.56 4.50 0.99  0.009
O7 3.34 5.50 1.60  0.005
O8 2.16 4.74 -0.34  0.005
C3 0.97 4.50 1.89  0.001
F7 1.19 4.28 3.17  0.000
F8 0.43 5.64 1.76  0.000
F9 0.14 3.54 1.40  0.002
C4 -3.56 -0.53 4.72  0.000
Cl1 -2.95 0.16 6.25  0.000
Cl2 -5.29 -0.73 4.82  0.000
Cl3 -2.75 -2.07 4.40  0.000
H4 -3.28 0.15 3.94  0.000
C5 -1.07 0.42 -5.52  0.000
Cl4 0.08 -0.90 -5.19  0.000
Cl5 -2.32 -0.09 -6.61  0.000
Cl6 -0.17 1.82 -6.09  0.000
H5 -1.50 0.69 -4.57  0.000
C6 1.08 0.93 5.50  0.003
C7 2.61 0.86 5.47  0.000
C8 2.97 1.52 4.14  0.027
O9 1.96 1.09 3.24  0.021
C9 0.69 0.88 3.99  -0.002
H6 0.69 1.86 5.90  0.000
H7 0.63 0.10 6.03  0.000
H8 2.92 -0.20 5.51  0.000
H9 3.13 1.31 6.31  0.000
H10 3.96 1.32 3.74  -0.011
H11 2.95 2.61 4.29  0.000
H12 0.26 -0.06 3.68  0.000
H13 0.02 1.70 3.74  -0.001
C10 2.26 1.47 -3.23  0.002
C11 3.43 0.50 -3.01  0.000
C12 3.07 -0.11 -1.66  -0.011
O10 2.46 0.99 -0.91  0.021
C13 2.12 2.06 -1.82  -0.008
H14 1.35 0.88 -3.43  0.000
H15 2.33 2.20 -4.02  0.001
H16 4.34 1.09 -2.94  0.000
H17 3.54 -0.30 -3.74  0.001
H18 3.98 -0.45 -1.15  -0.001
H19 2.35 -0.93 -1.71  0.010
H20 2.85 2.87 -1.69  0.001
H21 1.16 2.53 -1.63  -0.002
C14 2.09 -5.19 -2.36  0.000
C15 0.55 -5.19 -2.27  0.000
C16 0.39 -4.00 -1.37  0.000
O11 1.44 -4.15 -0.36  0.000
C17 2.47 -4.97 -0.88  0.000
H22 2.46 -4.42 -3.04  0.000
H23 2.44 -6.14 -2.80  0.000
H24 0.21 -6.11 -1.79  0.000
H25 0.14 -5.09 -3.28  0.000
H26 -0.55 -3.98 -0.81  0.000
H27 0.44 -3.03 -1.87  0.000
H28 2.48 -5.94 -0.36  0.000
H29 3.44 -4.49 -0.78  0.000
C18 -5.69 1.38 -2.56  0.000
C19 -4.55 1.88 -3.51  0.000
C20 -4.42 0.75 -4.56  0.000
O12 -4.89 -0.47 -3.93  0.000
C21 -5.91 -0.13 -2.99  0.000
H30 -6.65 1.90 -2.64  0.000
H31 -5.45 1.42 -1.50  0.000
H32 -3.61 2.11 -3.02  0.000
H33 -4.82 2.83 -3.99  0.000
H34 -3.40 0.66 -4.95  0.000
H35 -5.06 0.97 -5.44  0.000
H36 -5.97 -0.79 -2.12  0.000
H37 -6.90 -0.15 -3.47  0.000
Br1 -5.87 -0.95 1.04  0.000
C22 -4.29 -2.06 1.02  0.000
C23 -4.57 -3.43 1.50  0.000
Br2 -2.91 -4.43 1.50  0.000
H38 -3.62 -1.58 1.72  0.000
H39 -3.84 -2.02 0.04  0.000
H40 -5.23 -4.00 0.85  0.000
H41 -5.10 -3.42 2.45  0.000


Record 4
# C23H41Cl3LaN3O3Si

A structure of composition C23H41Cl3LaN3O3Si in a non-equilibrium geometry (ωB97M-V/def2-TZVPD, OMol25).

Properties
Total energy in eV: -81441.6651
Energy relative to the best compared isomer or geometry (same formula, charge and spin) in eV: 0.466
E_LUMO in eV: 0.019
Multiplicity: 1
Frontier orbital gap in eV: 8.0
HOMO energy in eV: -7.99

Each line ends with the Löwdin charge.
Geometry (Å):
C1 -1.50 -2.13 -2.56  -0.041
C2 -1.08 -3.17 -1.57  -0.231
H1 -1.22 -2.41 -3.58  0.064
H2 -1.03 -1.16 -2.33  0.029
H3 -2.59 -1.96 -2.57  0.095
C3 -0.59 -4.38 -1.86  -0.120
C4 -0.40 -4.95 -3.23  -0.102
H4 -0.28 -5.05 -1.05  0.108
H5 -0.62 -4.23 -4.03  0.059
H6 -1.01 -5.85 -3.41  0.076
H7 0.65 -5.28 -3.34  0.067
La1 -0.16 0.31 0.66  1.477
Cl1 -2.74 0.15 1.38  -0.274
Cl2 -0.28 1.55 -1.75  -0.141
H8 0.70 4.71 4.22  0.094
H9 -1.49 5.64 2.97  0.096
C5 1.03 4.39 3.23  -0.007
C6 -1.03 5.27 2.04  -0.015
N1 -0.13 4.18 2.36  -0.166
H10 1.59 3.45 3.30  0.093
C7 -0.21 3.03 1.73  -0.330
O1 0.72 2.17 1.81  -0.247
H11 -1.80 4.88 1.36  0.101
H12 -1.13 2.82 1.15  0.103
H13 1.67 5.18 2.82  0.099
H14 -0.47 6.08 1.56  0.100
H15 1.52 -1.71 -2.40  0.094
H16 2.41 -3.78 -1.25  0.091
C8 2.34 -1.11 -1.98  -0.026
C9 3.27 -3.16 -0.94  -0.035
N2 2.85 -1.77 -0.79  -0.168
H17 1.98 -0.11 -1.75  0.033
C10 2.80 -1.21 0.42  -0.305
O2 2.30 -0.09 0.65  -0.186
H18 3.64 -3.52 0.03  0.088
H19 3.21 -1.86 1.22  0.151
H20 3.14 -1.06 -2.73  0.098
H21 4.06 -3.24 -1.69  0.093
O3 -0.03 -1.89 0.08  -0.452
C11 -1.10 -2.71 -0.12  -0.458
C12 0.12 -4.20 1.55  -0.040
C13 -1.08 -3.81 0.95  -0.179
H22 1.04 -3.69 1.29  0.095
C14 0.12 -5.23 2.51  -0.088
H23 -2.03 -2.14 0.02  0.080
C15 -2.29 -4.38 1.36  -0.028
H24 1.05 -5.53 2.97  0.092
C16 -1.09 -5.85 2.87  -0.113
C17 -2.29 -5.41 2.31  -0.094
H25 -3.21 -4.00 0.93  0.121
H26 -1.10 -6.66 3.62  0.098
H27 -3.24 -5.87 2.60  0.100
Si1 -0.39 4.84 -4.79  0.073
Cl3 -0.63 3.40 -6.25  0.303
C18 1.43 4.85 -4.36  -0.220
C19 -1.48 4.32 -3.37  -0.248
C20 -0.96 6.49 -5.49  -0.225
H28 1.74 3.85 -4.01  0.028
H29 1.64 5.58 -3.56  0.030
H30 2.03 5.12 -5.24  0.029
H31 -0.36 6.76 -6.37  0.027
H32 -0.85 7.28 -4.74  0.030
H33 -2.01 6.43 -5.79  0.030
H34 -1.17 3.32 -3.02  -0.097
H35 -2.54 4.25 -3.67  0.035
H36 -1.40 5.01 -2.51  0.029
C21 0.53 0.35 6.56  -0.091
C22 -0.54 -0.40 5.75  -0.208
C23 -0.24 -0.45 4.33  -0.166
N3 -0.02 -0.48 3.20  0.102
H37 1.51 -0.07 6.34  0.081
H38 0.37 0.26 7.64  0.077
H39 0.52 1.42 6.32  0.075
H40 -0.63 -1.44 6.11  0.128
H41 -1.52 0.08 5.86  0.127


Record 5
# C23H41CoN2P3S

A structure of composition C23H41CoN2P3S in a non-equilibrium geometry (ωB97M-V/def2-TZVPD, OMol25).

Properties
Total energy in eV: -103791.9462
Charge: +3
Energy relative to the best compared isomer or geometry (same formula, charge and spin) in eV: 0.081
E_LUMO (alpha / beta) in eV: -10.697 / -12.974
Multiplicity: 5
Frontier orbital gap (alpha / beta) in eV: 5.7 / 3.4
HOMO energy (alpha / beta) in eV: -16.41 / -16.41

Each line ends with the Mulliken spin population.
Geometry (Å):
Co1 0.35 -0.47 -0.63  2.311
P1 -0.91 -1.68 0.81  0.152
P2 1.60 -0.05 0.96  0.132
P3 1.34 -1.95 -1.71  -0.048
H1 -0.80 2.02 1.06  -0.017
C1 -1.02 2.24 0.03  0.020
C2 -1.98 1.59 -0.65  0.062
H2 -2.81 1.15 -0.17  0.002
C3 -2.38 -1.05 1.69  0.022
C4 -0.46 -2.63 2.35  0.017
C5 -1.64 -2.97 -0.30  0.040
C6 2.76 1.31 0.62  0.047
C7 1.08 0.36 2.67  0.036
C8 2.90 -1.27 1.46  0.011
C9 0.57 -2.22 -3.37  0.040
C10 1.67 -3.46 -0.73  0.005
C11 3.01 -1.53 -2.29  0.039
H3 -0.29 2.88 -0.51  -0.001
H4 -1.87 1.40 -1.71  -0.026
H5 -2.65 -0.05 1.35  0.003
H6 -2.14 -1.01 2.75  0.000
H7 -3.23 -1.75 1.58  0.002
H8 -0.37 -1.92 3.19  -0.004
H9 0.45 -3.25 2.30  0.002
H10 -1.31 -3.29 2.59  0.000
H11 -2.03 -2.48 -1.21  -0.015
H12 -2.47 -3.45 0.24  0.005
H13 -0.90 -3.73 -0.58  0.010
H14 3.34 1.45 1.54  0.007
H15 2.21 2.22 0.39  -0.004
H16 3.44 1.05 -0.21  -0.004
H17 1.87 0.93 3.16  0.005
H18 0.88 -0.55 3.25  0.001
H19 0.16 0.95 2.65  -0.008
H20 3.54 -0.70 2.16  0.002
H21 3.51 -1.58 0.59  -0.001
H22 2.48 -2.13 1.98  0.003
H23 1.32 -2.03 -4.15  0.004
H24 -0.26 -1.53 -3.55  -0.011
H25 0.21 -3.24 -3.50  0.008
H26 2.27 -4.16 -1.31  0.003
H27 0.79 -3.98 -0.37  0.001
H28 2.24 -3.24 0.17  -0.001
H29 3.12 -1.94 -3.30  0.002
H30 3.76 -2.01 -1.66  0.003
H31 3.22 -0.45 -2.36  0.000
C12 1.03 1.82 -3.89  0.269
C13 2.21 2.31 -4.49  0.039
C14 2.26 2.60 -5.84  0.077
C15 1.13 2.41 -6.65  0.221
C16 -0.09 2.08 -6.06  0.047
C17 -0.14 1.84 -4.68  0.056
S1 1.12 1.54 -2.13  0.406
H32 -0.12 0.44 -1.69  0.027
H33 3.10 2.43 -3.88  -0.001
H34 3.18 2.98 -6.30  0.005
H35 1.21 2.58 -7.74  -0.003
H36 -1.02 2.02 -6.63  0.005
H37 -1.12 1.66 -4.24  -0.003
N1 -5.40 2.78 7.10  0.000
C18 -4.61 2.45 6.30  0.000
C19 -3.65 2.01 5.33  0.000
C20 -3.62 2.69 4.11  0.000
C21 -2.55 2.41 3.28  0.001
N2 -1.74 1.39 3.52  0.000
C22 -1.91 0.60 4.58  0.000
C23 -2.85 0.90 5.55  -0.001
H38 -4.34 3.41 3.75  0.000
H39 -2.35 2.93 2.35  -0.001
H40 -1.31 -0.32 4.70  0.000
H41 -2.98 0.26 6.41  0.000


Record 6
# C23H41EuN2P3Se

A structure of composition C23H41EuN2P3Se in a non-equilibrium geometry (ωB97M-V/def2-TZVPD, OMol25).

Properties
Total energy in eV: -140008.5337
Charge: +3
Energy relative to the best compared isomer or geometry (same formula, charge and spin) in eV: 0.000
E_LUMO (alpha / beta) in eV: -8.975 / -11.027
Multiplicity: 7
Frontier orbital gap (alpha / beta) in eV: 8.0 / 5.1
HOMO energy (alpha / beta) in eV: -16.93 / -16.18

Each line ends with the Mulliken spin population.
Geometry (Å):
Eu1 -0.06 0.66 -0.36  5.103
P1 0.49 2.63 1.78  -0.006
P2 -2.65 -0.23 1.27  -0.005
P3 3.03 -0.11 -0.87  0.002
H1 -1.99 -3.43 -2.65  0.000
C1 -0.93 -3.64 -2.83  0.000
C2 -0.12 -4.14 -1.87  -0.001
H2 -0.49 -4.28 -0.85  0.000
C3 0.01 4.22 1.00  0.012
C4 -0.37 2.81 3.39  -0.002
C5 2.20 3.02 2.31  0.000
C6 -3.16 -1.89 0.67  -0.003
C7 -2.89 -0.50 3.07  -0.002
C8 -4.20 0.71 0.94  0.004
C9 3.17 -1.55 -1.93  0.001
C10 4.36 0.00 0.33  -0.003
C11 2.91 1.35 -1.93  0.027
H3 -0.56 -3.47 -3.86  0.000
H4 0.93 -4.40 -2.07  0.000
H5 0.07 5.01 1.75  0.001
H6 -1.01 4.14 0.59  -0.007
H7 0.70 4.44 0.16  -0.002
H8 -0.45 3.87 3.65  0.000
H9 0.20 2.28 4.17  0.000
H10 -1.37 2.37 3.32  0.000
H11 2.29 4.08 2.58  0.000
H12 2.90 2.79 1.50  0.001
H13 2.45 2.39 3.18  0.000
H14 -4.23 -1.88 0.40  0.000
H15 -3.00 -2.63 1.47  0.000
H16 -2.56 -2.17 -0.20  0.001
H17 -3.95 -0.40 3.34  0.000
H18 -2.32 0.25 3.64  0.000
H19 -2.53 -1.50 3.34  0.000
H20 -5.07 0.10 1.22  0.001
H21 -4.24 0.98 -0.13  -0.004
H22 -4.19 1.63 1.53  -0.002
H23 3.70 -1.33 -2.87  0.000
H24 2.17 -1.93 -2.20  -0.001
H25 3.71 -2.35 -1.39  0.000
H26 5.31 0.24 -0.17  0.000
H27 4.47 -0.95 0.84  0.000
H28 4.15 0.76 1.09  0.000
H29 3.63 1.24 -2.76  0.000
H30 3.17 2.27 -1.39  0.000
H31 1.90 1.48 -2.37  -0.017
C12 -2.06 1.75 -3.46  0.093
C13 -2.35 0.43 -3.90  0.060
C14 -2.51 0.16 -5.26  -0.022
C15 -2.33 1.17 -6.22  0.163
C16 -1.91 2.44 -5.80  -0.024
C17 -1.76 2.72 -4.45  0.085
Se1 -2.13 2.17 -1.64  0.545
H32 1.89 -0.31 -0.01  -0.004
H33 -2.48 -0.35 -3.15  0.007
H34 -2.76 -0.86 -5.57  0.001
H35 -2.46 0.95 -7.29  0.003
H36 -1.67 3.21 -6.54  0.002
H37 -1.40 3.68 -4.09  -0.004
N1 2.88 -4.50 5.62  0.000
C18 2.42 -3.83 4.78  0.001
C19 1.85 -3.00 3.74  -0.001
C20 1.15 -1.84 4.06  0.001
C21 0.65 -1.05 3.03  0.001
N2 0.81 -1.36 1.73  -0.010
C22 1.43 -2.51 1.42  0.003
C23 2.00 -3.34 2.39  0.000
H38 0.99 -1.54 5.10  0.000
H39 0.09 -0.13 3.26  -0.002
H40 1.50 -2.78 0.36  0.000
H41 2.55 -4.23 2.09  0.000